10
Properties=species:S:1:pos:R:3 method="wB97M-V/def2-TZVPD" relative_energy_kcal_mol=15.6 e_lumo_ev="-4.78 / -9.61" e_tot_ev=-195778.627 gap_ev="9.2 / 3.1" total_charge=+1 multiplicity=3
Ni -1.31 4.50 -2.30
Cl -1.49 2.44 -1.14
Br 0.87 -1.20 -1.68
C -0.08 -0.57 -0.12
C 0.47 -1.20 1.12
Br 2.26 -0.45 1.42
H -1.13 -0.83 -0.31
H -0.06 0.52 -0.03
H 0.54 -2.28 1.04
H -0.09 -0.93 2.01